1.
136
Properties=species:S:1:pos:R:3 method="wB97M-V/def2-TZVPD" e_homo_ev=-8.629 e_tot_ha=-2311.62885 max_force_ev_per_a=3.338 smiles=COC[C@H](C)N.COC[C@H](C)N.COC[C@H](C)N.COC[C@H](C)N.COC[C@H](C)N.COC[C@H](C)N.COC[C@H](C)N.COC[C@H](C)N spin_multiplicity=1 e_above_lowest_kcal_mol=141.6 charge=0
C 10.740 -5.800 35.031
O 11.537 -6.110 33.930
C 10.915 -6.335 32.705
C 9.722 -7.349 32.710
C 10.399 -8.728 32.636
N 8.659 -7.282 31.646
H 11.419 -5.336 35.746
H 10.366 -6.683 35.548
H 9.909 -5.140 34.780
H 10.502 -5.340 32.534
H 11.627 -6.469 31.890
H 9.163 -7.221 33.637
H 11.093 -8.862 31.807
H 9.857 -9.665 32.763
H 10.974 -8.947 33.536
H 9.280 -7.342 30.852
H 8.159 -6.411 31.750
C 10.742 -4.187 39.004
O 10.052 -3.845 40.162
C 10.866 -3.166 41.161
C 10.022 -2.972 42.489
C 10.924 -2.267 43.615
N 9.560 -4.256 42.907
H 11.385 -3.353 38.719
H 10.122 -4.417 38.138
H 11.309 -5.102 39.174
H 11.726 -3.802 41.369
H 11.117 -2.193 40.739
H 9.188 -2.292 42.317
H 10.380 -2.341 44.556
H 11.259 -1.233 43.528
H 11.803 -2.873 43.835
H 9.357 -4.868 42.130
H 8.682 -4.216 43.405
C 10.179 -4.191 29.477
O 11.578 -4.680 29.407
C 12.517 -3.665 28.871
C 13.657 -3.391 29.906
C 13.182 -2.708 31.137
N 14.692 -2.570 29.214
H 9.772 -3.717 28.585
H 10.029 -3.578 30.366
H 9.493 -4.934 29.884
H 13.016 -4.172 28.046
H 12.021 -2.748 28.551
H 14.276 -4.238 30.200
H 14.020 -2.617 31.828
H 12.312 -3.237 31.524
H 12.888 -1.673 30.963
H 15.374 -2.263 29.892
H 14.268 -1.819 28.689
C 6.213 -9.417 31.582
O 5.342 -9.997 32.616
C 4.048 -9.380 32.598
C 3.366 -9.783 33.981
C 1.926 -9.304 34.196
N 4.203 -9.538 35.068
H 5.677 -9.143 30.674
H 7.075 -10.049 31.367
H 6.529 -8.497 32.075
H 4.132 -8.296 32.519
H 3.371 -9.843 31.880
H 3.285 -10.868 33.908
H 1.319 -9.704 33.384
H 2.171 -8.244 34.272
H 1.475 -9.693 35.109
H 4.254 -8.548 35.261
H 5.095 -9.875 34.736
C 3.438 -4.541 30.334
O 4.624 -4.330 31.027
C 4.852 -5.022 32.248
C 6.336 -4.778 32.739
C 6.321 -3.689 33.723
N 7.486 -4.689 31.852
H 3.442 -3.917 29.440
H 2.501 -4.197 30.772
H 3.285 -5.593 30.094
H 4.144 -4.746 33.029
H 4.719 -6.099 32.146
H 6.532 -5.598 33.430
H 6.202 -2.786 33.125
H 7.279 -3.587 34.234
H 5.560 -3.812 34.493
H 8.320 -4.174 32.094
H 7.063 -4.098 31.151
C 14.173 -8.363 31.653
O 14.502 -9.740 32.075
C 15.379 -9.710 33.158
C 15.708 -11.120 33.670
C 14.517 -11.803 34.256
N 16.774 -11.209 34.736
H 13.373 -8.387 30.913
H 15.126 -7.923 31.360
H 13.747 -7.736 32.437
H 16.149 -8.982 32.901
H 14.867 -9.237 33.997
H 16.155 -11.681 32.850
H 13.751 -11.948 33.493
H 14.117 -11.137 35.020
H 14.706 -12.802 34.649
H 17.012 -12.176 34.908
H 17.554 -10.688 34.363
C 7.557 -10.551 26.080
O 8.344 -9.434 26.514
C 7.690 -8.744 27.606
C 8.366 -7.376 27.717
C 7.513 -6.360 28.453
N 8.467 -6.838 26.371
H 7.032 -11.076 26.878
H 8.165 -11.305 25.580
H 6.848 -10.079 25.401
H 6.667 -8.525 27.299
H 7.643 -9.306 28.538
H 9.336 -7.539 28.187
H 7.288 -6.540 29.504
H 6.600 -6.122 27.907
H 8.028 -5.408 28.325
H 7.485 -6.723 26.161
H 8.761 -7.539 25.706
C 3.835 -6.379 36.115
O 5.164 -6.905 35.991
C 5.833 -6.941 37.280
C 7.317 -7.287 36.905
C 7.407 -8.582 36.039
N 8.059 -7.693 38.114
H 3.856 -5.358 36.495
H 3.202 -7.007 36.742
H 3.247 -6.458 35.200
H 5.812 -6.041 37.896
H 5.335 -7.679 37.910
H 7.698 -6.387 36.423
H 8.342 -9.055 35.738
H 6.891 -8.459 35.087
H 6.911 -9.423 36.524
H 8.928 -8.199 38.020
H 8.255 -6.827 38.596

=====

2.
136
Properties=species:S:1:pos:R:3 method="wB97M-V/def2-TZVPD" e_homo_ev=-8.777 e_tot_ha=-2311.74364 max_force_ev_per_a=2.647 smiles=COC[C@H](C)N.COC[C@H](C)N.COC[C@H](C)N.COC[C@H](C)N.COC[C@H](C)N.COC[C@H](C)N.COC[C@H](C)N.COC[C@H](C)N spin_multiplicity=1 e_above_lowest_kcal_mol=69.6 charge=0
C -3.463 2.498 5.694
O -2.533 1.472 6.010
C -2.010 0.796 4.923
C -1.128 -0.357 5.550
C -0.210 0.231 6.628
N -0.399 -0.986 4.466
H -4.377 2.084 5.278
H -3.038 3.168 4.921
H -3.685 3.105 6.574
H -2.719 0.210 4.320
H -1.436 1.451 4.233
H -1.880 -1.014 5.987
H -0.809 0.692 7.416
H 0.582 0.821 6.164
H 0.376 -0.539 7.156
H 0.254 -0.356 4.026
H 0.069 -1.839 4.726
C 5.932 5.661 -0.409
O 4.876 4.977 -1.090
C 5.331 3.997 -1.990
C 4.149 3.411 -2.747
C 3.089 2.777 -1.871
N 4.632 2.476 -3.702
H 5.345 6.333 0.199
H 6.581 6.305 -1.016
H 6.510 5.040 0.286
H 6.043 4.417 -2.721
H 5.840 3.201 -1.413
H 3.822 4.217 -3.401
H 3.503 1.841 -1.457
H 2.245 2.387 -2.453
H 2.797 3.375 -1.026
H 5.210 2.928 -4.399
H 5.230 1.758 -3.332
C -4.131 3.284 1.229
O -5.060 2.257 0.816
C -5.322 2.244 -0.554
C -4.181 1.470 -1.244
C -4.366 1.526 -2.746
N -4.076 0.092 -0.816
H -4.622 4.263 1.095
H -3.219 3.262 0.608
H -3.807 3.124 2.261
H -6.289 1.784 -0.781
H -5.329 3.268 -0.953
H -3.218 2.028 -1.036
H -5.240 0.921 -3.001
H -3.566 1.025 -3.287
H -4.447 2.539 -3.059
H -4.801 -0.455 -1.252
H -4.205 0.073 0.185
C 1.062 2.660 1.936
O 0.093 1.651 1.864
C -0.495 1.254 0.624
C -0.178 -0.238 0.341
C 1.390 -0.454 0.311
N -0.703 -0.649 -0.954
H 1.489 2.787 2.928
H 0.737 3.639 1.633
H 1.946 2.500 1.323
H -1.574 1.365 0.707
H -0.037 1.893 -0.160
H -0.565 -0.863 1.163
H 1.575 -1.508 0.116
H 1.862 -0.205 1.272
H 1.797 0.061 -0.564
H -0.494 0.034 -1.680
H -1.723 -0.748 -1.000
C 1.479 -2.980 -2.673
O 2.145 -3.380 -3.866
C 2.287 -4.803 -4.138
C 3.555 -5.012 -4.951
C 3.606 -6.468 -5.469
N 4.760 -4.876 -4.153
H 1.470 -1.923 -2.794
H 2.098 -3.224 -1.811
H 0.512 -3.465 -2.675
H 2.219 -5.370 -3.237
H 1.413 -5.140 -4.643
H 3.516 -4.395 -5.839
H 4.508 -6.546 -6.051
H 2.819 -6.754 -6.167
H 3.621 -7.140 -4.625
H 5.589 -4.738 -4.701
H 4.797 -4.027 -3.630
C -2.571 -3.469 -0.016
O -2.239 -4.799 -0.422
C -3.364 -5.421 -1.078
C -4.697 -5.657 -0.317
C -4.395 -6.465 0.927
N -5.765 -6.362 -1.084
H -2.907 -2.866 -0.847
H -1.619 -3.017 0.296
H -3.269 -3.484 0.817
H -3.551 -4.855 -2.017
H -3.020 -6.417 -1.402
H -5.047 -4.656 -0.062
H -5.106 -6.385 1.750
H -3.468 -6.115 1.411
H -4.281 -7.539 0.713
H -6.441 -6.776 -0.447
H -6.309 -5.737 -1.656
C 4.466 4.391 4.444
O 3.362 4.689 5.273
C 2.874 3.634 6.110
C 3.857 3.405 7.315
C 3.440 2.086 8.129
N 3.931 4.528 8.257
H 4.615 5.213 3.730
H 4.286 3.502 3.825
H 5.410 4.184 4.983
H 1.869 3.699 6.462
H 2.801 2.689 5.585
H 4.858 3.354 6.876
H 2.393 1.798 7.959
H 3.574 2.237 9.207
H 4.163 1.264 7.888
H 4.210 5.442 7.911
H 3.068 4.638 8.784
C -2.431 1.237 -6.906
O -2.116 0.871 -5.588
C -1.115 -0.163 -5.544
C -1.687 -1.626 -5.618
C -2.638 -1.860 -4.486
N -0.681 -2.663 -5.659
H -1.570 1.637 -7.492
H -3.115 2.077 -6.849
H -2.891 0.442 -7.490
H -0.321 0.097 -6.254
H -0.745 0.003 -4.520
H -2.157 -1.783 -6.595
H -3.549 -1.233 -4.524
H -2.213 -1.824 -3.488
H -3.061 -2.871 -4.497
H -0.075 -2.491 -6.451
H -0.189 -2.763 -4.775